{
  "formula": "C36H90N6O16SSn2",
  "method": "ωB97M-V with the def2-TZVPD basis set",
  "homo_energy_ev": -11.058,
  "de_lowest_kj_mol": 425.81,
  "e_tot_ev": -102965.5909,
  "total_charge": 2,
  "homo_lumo_gap_ev": 4.0,
  "elements": ["Sn", "Sn", "S", "O", "O", "O", "O", "O", "O", "O", "O", "O", "O", "O", "O", "O", "O", "O", "O", "N", "N", "N", "N", "N", "N", "C", "C", "C", "C", "C", "C", "C", "C", "C", "C", "C", "C", "C", "C", "C", "C", "C", "C", "C", "C", "C", "C", "C", "C", "C", "C", "C", "C", "C", "C", "C", "C", "C", "C", "C", "C", "H", "H", "H", "H", "H", "H", "H", "H", "H", "H", "H", "H", "H", "H", "H", "H", "H", "H", "H", "H", "H", "H", "H", "H", "H", "H", "H", "H", "H", "H", "H", "H", "H", "H", "H", "H", "H", "H", "H", "H", "H", "H", "H", "H", "H", "H", "H", "H", "H", "H", "H", "H", "H", "H", "H", "H", "H", "H", "H", "H", "H", "H", "H", "H", "H", "H", "H", "H", "H", "H", "H", "H", "H", "H", "H", "H", "H", "H", "H", "H", "H", "H", "H", "H", "H", "H", "H", "H", "H", "H"],
  "xyz": [[-10.6171, -10.2495, -32.6895], [-11.4431, -11.8425, -27.4438], [-8.9683, -12.0743, -29.9749], [-11.0313, -14.6587, -26.3450], [-12.1584, -12.0917, -34.4752], [-9.3678, -11.8165, -24.9797], [-1.2771, -9.1229, -33.7080], [-10.1896, -11.2378, -30.1335], [-11.2009, -8.7808, -28.3296], [-13.1374, -11.7621, -29.2620], [-12.8954, -16.0871, -30.4191], [-4.3142, -14.4165, -28.7054], [-9.2153, -12.8942, -28.7701], [-6.0411, -16.3168, -31.4673], [-4.1965, -10.8837, -29.3938], [-8.6907, -8.1109, -32.0185], [-10.2820, -9.8608, -35.2998], [-7.7386, -11.3109, -29.7868], [-8.7690, -12.9721, -31.1192], [-8.6952, -10.0251, -27.4137], [-11.1264, -13.3745, -32.3505], [-3.6019, -11.0663, -32.6306], [-10.8805, -7.5818, -33.5640], [-7.0163, -14.7552, -29.0093], [-13.1677, -14.3221, -27.9453], [-8.9248, -8.5896, -27.4156], [-9.8741, -12.1702, -23.7045], [-2.2590, -9.9462, -34.3871], [0.0702, -9.2030, -34.1158], [-9.9423, -8.1506, -28.4623], [-8.5798, -10.5779, -25.0067], [-7.8219, -10.4468, -26.3109], [-3.5561, -9.9334, -33.5692], [-9.6100, -14.8775, -26.4391], [-10.8594, -8.6091, -35.7621], [-7.1096, -16.2252, -29.2136], [-11.8523, -15.7529, -26.4338], [-14.0182, -16.6572, -31.1997], [-2.8039, -11.0368, -31.4203], [-3.3841, -10.1388, -30.2984], [-6.4447, -14.4755, -27.6965], [-7.2430, -16.4381, -30.7186], [-14.3208, -13.4329, -27.9784], [-14.3518, -12.5149, -29.2134], [-10.1112, -10.8872, -36.3185], [-11.6534, -13.3620, -34.7587], [-8.8445, -6.7558, -32.2864], [-13.2012, -10.7611, -30.2320], [-12.2462, -14.0919, -31.7230], [-4.9650, -14.7885, -27.4977], [-11.8657, -15.5112, -31.2393], [-5.0798, -9.9874, -28.7544], [-2.9134, -14.3525, -28.5235], [-5.3062, -17.4984, -31.5616], [-10.2535, -7.5251, -34.8574], [-13.2596, -15.2561, -26.8099], [-10.3393, -6.4956, -32.7430], [-7.3226, -8.3996, -31.6546], [-10.7852, -13.9300, -33.6402], [-12.2835, -8.0529, -28.8781], [-13.2490, -11.7034, -35.2973], [-1.7593, -10.7843, -31.6351], [-9.9750, -13.2538, -23.7775], [-9.2774, -10.7634, -37.0141], [-13.0655, -11.1828, -31.2319], [-2.4742, -15.2843, -28.1533], [-10.0748, -7.0719, -28.3198], [-13.3024, -10.6224, -35.4532], [-10.9874, -10.9651, -36.9622], [-15.2552, -11.9021, -29.1406], [-14.2387, -15.8921, -31.9428], [-6.6401, -13.4444, -27.3894], [-7.5313, -11.4385, -26.6615], [-7.8336, -10.7287, -24.2215], [-12.4305, -10.0249, -29.9791], [-4.5976, -9.2581, -28.0903], [-9.3504, -15.3591, -27.3794], [-9.2891, -8.2862, -26.4317], [-10.3386, -13.3111, -31.7019], [-11.8818, -7.6037, -33.4393], [-15.2748, -13.9642, -28.1171], [-12.8482, -11.9287, -36.2917], [-9.5335, -8.2206, -29.4762], [-12.3373, -7.0730, -28.4001], [-9.0607, -13.9442, -26.3268], [-1.8774, -10.9638, -34.4785], [-8.4027, -10.4540, -28.2891], [-12.5197, -13.5856, -30.7928], [-10.9033, -6.3516, -31.8217], [-4.4317, -17.3652, -32.2007], [-3.9018, -9.0809, -32.9858], [-4.3569, -10.1328, -34.2874], [-10.1847, -6.5836, -35.4120], [0.5669, -10.0714, -33.6764], [-10.8265, -11.7409, -23.3843], [-9.0599, -9.6434, -24.7087], [0.5272, -8.2813, -33.7580], [-9.3038, -15.4360, -25.5514], [-13.2519, -8.5494, -28.8382], [-4.9638, -17.8755, -30.5934], [-11.2495, -13.4880, -35.7680], [-11.8664, -16.4372, -25.5806], [-8.0079, -16.6234, -28.7224], [-10.6484, -15.0094, -33.7460], [-14.7698, -16.6815, -30.4157], [-8.0773, -15.8498, -31.1098], [-6.4927, -8.0489, -32.2683], [-8.1839, -6.4285, -33.0902], [-7.0395, -15.0526, -26.9696], [-10.2723, -5.5456, -33.2785], [-11.5253, -16.3982, -27.2601], [-5.7636, -18.3553, -32.0728], [-4.4768, -14.2790, -26.6617], [-11.8993, -8.7579, -35.4596], [-9.2003, -7.8208, -34.8524], [-4.7412, -15.8594, -27.4197], [-8.8063, -6.0641, -31.4418], [-13.9272, -16.0918, -27.0321], [-7.2520, -9.4625, -31.4232], [-7.0149, -9.7206, -26.1877], [-14.5437, -12.9074, -27.0490], [-2.7309, -13.6137, -27.7345], [-6.3091, -16.8059, -28.7579], [-9.8680, -11.8185, -35.8125], [-2.4818, -14.0180, -29.4632], [-10.7992, -8.3395, -36.8146], [-7.2076, -7.8797, -30.6980], [-5.5534, -9.3107, -29.4748], [-3.9099, -9.2925, -30.7475], [-14.5011, -13.0775, -30.1405], [-14.2335, -12.0901, -35.0444], [-2.3891, -9.4561, -35.3552], [-2.5115, -9.7195, -29.7885], [-11.5698, -16.1265, -32.0975], [-12.1426, -7.8738, -29.9514], [-13.6820, -14.7116, -25.9627], [-9.1820, -11.9760, -22.8817], [-12.4564, -14.1105, -34.8078], [-8.0161, -7.9886, -27.5378], [-5.8427, -10.5152, -28.1889], [-14.1051, -10.1502, -30.1392], [0.2070, -9.2196, -35.2009], [-12.9923, -14.8844, -28.7742], [-2.6902, -12.0265, -30.9742], [-13.6811, -17.5926, -31.6368], [-7.9034, -14.2741, -28.8830], [-3.4725, -11.9153, -33.1611], [-9.7419, -13.6307, -33.8039], [-7.7599, -17.3946, -30.8897], [-10.8712, -15.5194, -30.7856], [-13.1391, -14.0652, -32.3496]],
  "forces_ev_per_a": [[0.715, -0.812, 0.349], [2.246, -1.044, -1.066], [3.291, -1.588, -0.718], [1.205, 2.054, 0.426], [-0.089, 1.182, 1.148], [-0.304, 1.966, -0.660], [-0.743, -0.310, 0.206], [-1.680, 1.632, -0.946], [-0.782, -1.067, 0.240], [-0.534, -0.079, 0.402], [0.661, 0.043, -0.817], [0.344, 0.157, 0.082], [-2.053, -0.068, 2.024], [-1.068, 0.234, -0.045], [-0.271, 1.091, -0.388], [0.646, -0.632, -0.481], [0.789, -0.425, -1.117], [-0.884, 0.979, 0.072], [-0.932, 0.447, -0.482], [-1.097, 0.246, 0.852], [-1.592, -0.299, 0.100], [-0.922, -0.251, -0.067], [1.093, 0.437, 1.517], [1.261, -0.339, 1.273], [0.174, 0.886, 1.298], [-0.624, -0.486, -0.287], [0.278, -0.936, 0.350], [0.985, 2.293, 0.842], [-0.166, 0.136, -0.065], [0.528, 1.150, 0.046], [1.058, -1.201, 0.870], [-1.516, -0.396, -0.860], [-0.038, -1.934, 0.249], [-0.278, -0.286, 0.967], [-0.530, 0.050, 1.759], [-0.986, 1.415, -0.782], [-0.928, -1.293, -1.522], [1.769, 1.647, 1.203], [0.293, 0.148, 0.421], [1.221, -0.718, -0.685], [-0.145, -0.243, 1.113], [-0.667, -1.462, 0.063], [-1.278, -0.685, -2.038], [-0.202, -0.866, 1.082], [0.257, -0.113, -0.018], [-1.342, -2.500, 0.101], [-2.439, 0.813, -1.296], [0.647, 1.492, -0.055], [0.499, 0.151, 1.136], [0.451, -0.437, -1.746], [0.053, -0.302, -1.102], [-0.017, 0.490, 0.137], [-0.606, 0.540, 0.491], [0.814, -0.984, -0.190], [-0.160, -1.456, -2.390], [0.670, 0.358, 0.485], [1.568, -0.323, 0.989], [-0.211, -0.202, 2.060], [2.447, 1.507, -0.476], [0.553, 0.961, -0.315], [1.448, 0.463, -1.749], [0.012, 0.597, 0.111], [-0.271, 0.004, 0.254], [0.205, 0.888, 0.332], [-0.167, -0.021, -0.103], [-0.043, -0.261, -0.349], [-0.132, 0.108, 0.138], [-0.010, 0.219, 1.086], [-0.259, -0.130, 0.369], [0.336, 0.528, 0.161], [-0.508, -0.409, -0.281], [0.150, 0.210, -0.521], [0.777, 0.031, 0.567], [0.169, 0.045, 0.053], [0.314, -0.643, -0.481], [0.514, -0.347, 0.282], [0.007, -0.131, 0.036], [-0.209, -0.133, 0.041], [0.453, -0.326, -0.294], [-0.266, 0.383, -1.174], [-0.017, -0.432, 0.094], [-1.184, -0.756, -0.402], [-0.134, -0.594, -0.145], [-0.216, 0.027, 0.051], [-0.476, 0.292, -0.379], [-0.189, -0.142, -0.180], [0.404, 0.581, -0.166], [0.107, 0.307, -0.143], [-0.370, -0.160, -0.216], [0.118, 0.680, 0.298], [0.865, 0.645, -0.444], [-0.117, 0.050, -0.036], [-0.848, 0.446, 0.541], [0.077, -0.040, -0.022], [-0.114, 0.309, -0.554], [-0.857, -0.258, -0.230], [0.188, -0.155, 0.097], [0.091, -0.552, -0.280], [0.293, -0.240, 0.752], [0.025, 0.157, 0.135], [0.570, 0.565, 0.085], [-0.005, 0.451, 0.450], [-0.245, -0.135, -0.059], [-0.787, -0.167, 0.197], [-0.441, -0.653, -0.535], [0.746, 1.196, -0.093], [-0.597, 0.027, -0.818], [0.313, -0.028, 0.150], [0.374, -0.202, 0.518], [-0.500, 0.028, -0.099], [0.156, -0.004, -0.190], [-0.906, 0.228, 0.155], [-0.445, 0.128, 0.259], [-0.378, 0.557, -0.652], [0.058, 0.004, 0.867], [-0.413, -0.154, 0.591], [0.898, -0.371, 0.389], [0.058, -0.093, 0.030], [0.058, -0.029, -0.260], [0.366, -0.335, 0.096], [0.851, 0.255, 0.177], [0.379, 0.210, -0.131], [0.444, 0.431, -0.234], [-0.421, 0.061, 0.129], [0.145, -0.170, 0.057], [0.429, -0.661, -0.095], [0.369, -0.111, 0.110], [-0.381, -0.362, -0.290], [-0.333, -0.042, 0.041], [0.453, -0.163, 0.057], [0.225, -0.417, 0.024], [-0.198, -0.432, -0.330], [-0.120, 0.111, 0.383], [-0.917, -0.416, -0.215], [0.285, 0.103, -0.183], [-0.028, 0.000, 0.046], [0.323, 0.149, -0.234], [-0.704, 0.455, -0.003], [0.202, -0.059, -0.368], [0.123, -0.269, -0.206], [-0.384, -0.541, -0.260], [-0.207, -0.111, -0.102], [-0.393, 0.341, -0.496], [-0.549, -0.212, -0.241], [-0.440, -0.157, 0.046], [-0.247, -0.739, -0.947], [0.028, -0.167, 0.282], [0.082, 0.340, -0.013], [0.821, -0.736, 0.035], [-0.393, 0.477, 1.111], [0.082, -0.188, -0.223]]
}